No. 1
{
  "formula": "C45H90O23",
  "method": "ωB97M-V/def2-TZVPD",
  "symbols": ["C", "O", "C", "O", "O", "C", "H", "H", "H", "H", "H", "H", "C", "O", "C", "O", "O", "C", "H", "H", "H", "H", "H", "H", "C", "O", "C", "O", "O", "C", "H", "H", "H", "H", "H", "H", "C", "O", "C", "O", "O", "C", "H", "H", "H", "H", "H", "H", "C", "C", "O", "C", "H", "H", "H", "H", "H", "H", "C", "C", "O", "C", "H", "H", "H", "H", "H", "H", "C", "C", "O", "C", "H", "H", "H", "H", "H", "H", "C", "C", "O", "C", "H", "H", "H", "H", "H", "H", "C", "C", "O", "C", "H", "H", "H", "H", "H", "H", "C", "C", "O", "C", "H", "H", "H", "H", "H", "H", "C", "C", "O", "C", "H", "H", "H", "H", "H", "H", "C", "C", "O", "C", "H", "H", "H", "H", "H", "H", "C", "C", "O", "C", "H", "H", "H", "H", "H", "H", "C", "C", "O", "C", "H", "H", "H", "H", "H", "H", "C", "C", "O", "C", "H", "H", "H", "H", "H", "H"],
  "coordinates": [[2.3680, 1.1034, 0.8221], [1.0827, 0.6788, 0.5828], [0.2522, 1.4325, -0.1892], [0.4521, 2.5458, -0.7055], [-0.9432, 0.8376, -0.3590], [-1.2067, -0.4806, 0.1535], [3.0586, 0.9072, 0.0020], [2.7160, 0.4860, 1.6502], [2.3964, 2.1326, 1.1802], [-0.7791, -1.2551, -0.4832], [-2.2905, -0.5919, 0.1854], [-0.9521, -0.5716, 1.2094], [-5.4546, -0.5626, -2.3467], [-5.9682, -1.8306, -2.4715], [-5.5843, -2.6454, -3.5715], [-4.9490, -2.2601, -4.5620], [-6.0622, -3.8352, -3.3938], [-5.7616, -4.9234, -4.2174], [-5.1380, -0.1253, -3.2936], [-4.5597, -0.5796, -1.7246], [-6.2390, -0.0275, -1.8114], [-6.2984, -4.8475, -5.1630], [-6.0304, -5.7565, -3.5679], [-4.6827, -4.9378, -4.3719], [6.6093, 0.2878, 0.9136], [7.0641, 0.6129, -0.3796], [6.8696, -0.2526, -1.4258], [6.3954, -1.4096, -1.2691], [7.3617, 0.2764, -2.5422], [7.2122, -0.3776, -3.8138], [5.5624, -0.0156, 0.9255], [6.8319, 1.1059, 1.5987], [7.1677, -0.6003, 1.2094], [8.0589, -1.0593, -3.8953], [7.2838, 0.4402, -4.5308], [6.2673, -0.9167, -3.8826], [1.3127, -6.0300, 5.9845], [0.9573, -5.2095, 4.8745], [-0.3213, -4.7833, 4.7657], [-1.2945, -5.1043, 5.5000], [-0.3417, -4.0070, 3.6393], [-1.5480, -3.3178, 3.3803], [0.8128, -5.7092, 6.8984], [2.3650, -5.9822, 6.2646], [1.0195, -7.0538, 5.7522], [-2.4236, -3.9445, 3.2107], [-1.3764, -2.8060, 2.4334], [-1.6916, -2.5874, 4.1765], [1.5659, -1.2414, 4.8588], [0.2634, -0.4071, 4.9027], [-0.7685, -0.7122, 5.5495], [0.3488, 0.8854, 4.0827], [1.5682, -2.0507, 5.5890], [2.3851, -0.5756, 5.1304], [1.6732, -1.6631, 3.8595], [-0.0013, 0.7999, 3.0540], [1.3927, 1.1785, 3.9715], [-0.2379, 1.6859, 4.5333], [-5.5978, 3.9034, -1.6591], [-4.3450, 3.5870, -2.4033], [-4.3596, 3.1058, -3.5474], [-3.0077, 3.7674, -1.7201], [-5.9861, 3.0811, -1.0582], [-6.3973, 4.1481, -2.3584], [-5.4838, 4.7458, -0.9768], [-3.0810, 4.4396, -0.8652], [-2.2815, 4.0586, -2.4791], [-2.7433, 2.8061, -1.2795], [2.9849, -0.4961, -4.9947], [3.4847, 0.7199, -4.1802], [4.5900, 1.1759, -4.3959], [2.5804, 1.4458, -3.1977], [2.1112, -0.9561, -4.5331], [3.8603, -1.1010, -5.2311], [2.6323, -0.1245, -5.9568], [2.9640, 2.4131, -2.8730], [2.5019, 0.8185, -2.3098], [1.5633, 1.5938, -3.5606], [2.8871, -2.2279, -1.0156], [2.2424, -2.7545, 0.2724], [1.8234, -2.0470, 1.1467], [2.0841, -4.2772, 0.3609], [2.3554, -1.3395, -1.3566], [2.8018, -3.0204, -1.7591], [3.9299, -1.9305, -0.9046], [1.5592, -4.5814, -0.5446], [1.5786, -4.5494, 1.2875], [3.0402, -4.8005, 0.3444], [-5.7657, -1.5641, 0.9368], [-5.5504, -2.9865, 1.2653], [-5.1956, -3.2673, 2.3615], [-5.8914, -4.0475, 0.1802], [-6.1115, -1.0660, 1.8425], [-6.6011, -1.5987, 0.2375], [-4.8151, -1.1803, 0.5665], [-5.4677, -5.0288, 0.3940], [-5.5005, -3.7143, -0.7811], [-6.9653, -4.1713, 0.0406], [-4.1286, 3.1975, 1.5605], [-4.0405, 1.6672, 1.2996], [-4.1257, 1.2849, 0.1458], [-3.8891, 0.7664, 2.4588], [-3.1190, 3.5984, 1.4709], [-4.3248, 3.3924, 2.6148], [-4.8038, 3.6970, 0.8658], [-4.5453, 0.9067, 3.3179], [-2.8377, 0.7809, 2.7459], [-4.0735, -0.2422, 2.0888], [3.3890, 5.4050, -1.4258], [4.3750, 4.2336, -1.1505], [4.1079, 3.3929, -0.3083], [5.5648, 4.1049, -2.0662], [3.5719, 6.2298, -0.7371], [2.3690, 5.1062, -1.1842], [3.4836, 5.7448, -2.4572], [5.9017, 5.0784, -2.4223], [5.3443, 3.4185, -2.8838], [6.4445, 3.6679, -1.5936], [-2.2485, 0.4176, -3.4810], [-1.0879, 0.8829, -4.3837], [-0.3729, 0.0932, -5.0269], [-0.8379, 2.3357, -4.4318], [-2.2636, -0.6341, -3.1950], [-3.1798, 0.6018, -4.0165], [-2.1122, 0.9742, -2.5538], [-1.5507, 2.8220, -5.0978], [0.1467, 2.5583, -4.8430], [-0.8440, 2.6610, -3.3914], [1.7242, 5.9941, 1.3903], [0.5802, 5.0651, 1.7014], [0.5741, 4.5118, 2.8241], [-0.5724, 4.9135, 0.7474], [2.6595, 5.4346, 1.3744], [1.8390, 6.9134, 1.9647], [1.6315, 6.4430, 0.4014], [-0.2987, 4.5265, -0.2341], [-0.9364, 5.9231, 0.5568], [-1.4059, 4.3424, 1.1565], [-2.5713, -4.7372, -1.7815], [-2.0232, -4.4991, -0.3591], [-2.1475, -3.3876, 0.1436], [-1.4485, -5.6606, 0.4229], [-2.2799, -3.9056, -2.4230], [-3.6455, -4.7889, -1.6040], [-2.3022, -5.7067, -2.2008], [-0.9646, -5.2837, 1.3240], [-0.7908, -6.3599, -0.0934], [-2.2916, -6.2168, 0.8325], [5.0335, 0.9508, 4.0665], [4.1866, 2.1714, 4.3612], [3.7024, 2.3408, 5.4750], [3.9398, 3.1687, 3.2276], [5.9719, 1.2309, 3.5879], [4.5310, 0.3964, 3.2739], [5.1461, 0.4064, 5.0040], [4.4573, 4.1027, 3.4468], [2.9051, 3.4643, 3.0540], [4.2852, 2.7743, 2.2720]],
  "forces_ev_per_a": [[1.78, 0.50, 1.09], [-2.69, 0.22, -1.26], [-0.05, 1.67, -1.03], [0.21, -3.19, 1.56], [0.62, 0.22, 0.31], [-0.70, 0.00, 0.34], [-0.20, 0.39, -0.21], [0.02, -0.19, 0.04], [0.07, 0.11, -0.57], [0.15, 0.14, 0.28], [0.00, 0.15, -0.62], [0.71, -0.10, -0.15], [0.92, 1.30, 0.16], [-0.12, -4.02, -2.19], [1.16, 3.16, -1.39], [-1.22, -0.73, 2.60], [-1.13, 0.61, 1.99], [0.80, -0.24, -0.11], [-0.54, 0.13, -0.06], [0.06, 0.02, 0.20], [0.26, 0.50, -0.30], [0.03, -0.29, 0.11], [-0.19, -0.27, -0.67], [-0.01, -0.12, -0.36], [0.29, -1.53, -0.04], [-0.08, 0.52, -2.12], [-0.45, -2.77, 1.30], [0.95, 3.46, -0.71], [-0.68, 0.44, 1.48], [0.32, -0.22, 0.37], [-0.17, 0.36, -0.07], [-0.09, 0.08, -0.47], [0.01, -0.03, 0.44], [-0.14, -0.08, -0.28], [-0.15, -0.33, -0.01], [0.11, 0.17, 0.01], [-0.72, -0.54, 0.96], [-0.28, 0.88, 0.01], [-2.07, -1.43, 1.25], [3.60, 1.57, -2.65], [0.31, -1.15, 1.42], [-0.35, 0.75, -0.58], [-0.45, -0.02, -0.19], [0.13, 0.24, -0.96], [0.13, 0.01, 0.18], [0.11, -0.16, 0.48], [0.05, 0.06, 0.07], [-0.51, -0.15, 0.00], [-0.63, -0.49, 1.14], [-1.43, -0.37, 0.59], [3.27, 0.85, -1.90], [-0.24, 0.61, 0.19], [-0.36, -0.02, -0.11], [-0.09, 0.32, -0.29], [-0.12, 0.20, -0.36], [-0.31, -0.75, -0.07], [0.03, -0.11, 0.44], [0.06, -0.08, 0.18], [-0.91, 0.54, -0.01], [0.66, -1.50, -1.92], [-0.26, 1.01, 2.01], [-0.54, 0.04, 0.15], [0.38, -0.33, -0.07], [0.09, -0.01, -0.12], [0.16, 0.08, -0.06], [0.19, 0.34, -0.26], [0.06, 0.07, 0.33], [0.15, -0.18, -0.19], [0.15, 1.21, 0.59], [-0.09, 0.60, -0.90], [-0.01, -0.33, 0.17], [-0.28, -0.41, 0.12], [0.34, -0.42, 0.02], [-0.30, -0.39, 0.33], [-0.09, 0.27, -0.01], [0.28, -0.18, -0.22], [-0.11, -0.10, 0.17], [0.09, -0.25, -0.16], [-0.60, -0.22, 0.37], [0.62, -1.11, -0.83], [-0.13, 0.78, 0.80], [0.21, 0.62, 0.05], [-0.16, -0.02, 0.01], [0.23, 0.22, -0.18], [0.15, -0.25, 0.22], [-0.24, -0.25, 0.14], [-0.22, 0.04, -0.21], [0.20, 0.20, -0.13], [-1.00, -0.30, -0.37], [-0.91, -0.98, -1.35], [1.01, -1.20, 1.96], [0.68, 0.45, 0.20], [0.31, 0.13, -0.07], [0.36, 0.82, -0.55], [-0.45, 0.34, -0.45], [0.02, 0.12, 0.35], [-0.09, 0.13, -0.04], [-0.09, 0.23, 0.19], [0.65, -1.07, 0.70], [-1.05, 2.33, -1.19], [0.25, -0.35, 0.81], [0.32, -1.55, -0.11], [0.03, 0.01, -0.46], [-0.61, 0.06, -0.07], [0.12, -0.14, 0.26], [0.15, 0.52, -0.11], [0.10, 0.22, 0.38], [0.16, 0.05, 0.24], [0.53, -0.70, 0.26], [-0.96, -0.16, -0.14], [0.29, 0.58, -0.17], [0.71, 0.29, 0.40], [0.45, 0.12, -0.16], [0.09, -0.34, -0.31], [-0.08, 0.08, 0.11], [-0.31, -0.03, -0.36], [-0.31, 0.17, -0.26], [-0.25, -0.20, 0.44], [0.93, 0.11, -0.32], [0.89, -3.01, -1.12], [-1.32, 1.27, 1.33], [0.62, 0.46, 0.02], [0.47, -0.14, -0.49], [-0.07, 0.46, 0.33], [-0.72, 0.26, -0.04], [-0.37, 0.19, 0.51], [0.00, -0.25, -0.09], [-0.36, 0.62, -0.17], [0.14, 0.54, -1.47], [-0.21, -0.69, 2.97], [-0.07, 0.55, -2.33], [0.02, 0.59, -0.15], [0.01, -0.02, 0.28], [-0.29, -0.53, 0.93], [-0.21, -0.39, -0.29], [0.20, -0.09, 0.21], [-0.11, 0.24, 0.00], [0.45, -0.08, 0.10], [0.30, -0.32, 1.18], [-0.07, 0.59, -0.46], [0.24, -1.03, -0.39], [-0.17, 0.35, 0.71], [-0.27, -0.08, -0.02], [-0.21, 0.33, -0.37], [0.29, 0.14, 0.00], [0.26, 0.14, -0.16], [-0.17, 0.22, -0.28], [-0.25, -0.28, -0.26], [-0.37, 0.64, -0.07], [-0.75, 0.70, 0.61], [0.31, -0.37, -1.12], [0.25, -0.35, -0.23], [0.18, 0.07, 0.41], [-0.20, -0.39, 0.12], [0.23, -0.20, -0.33], [0.21, -0.06, 0.06], [-0.26, -0.21, 0.58], [0.32, 0.10, 0.01]],
  "spin_multiplicity": 2,
  "homo_ev": [-10.98, -10.98],
  "charge": 1,
  "gap_ev": [6.1, 2.5],
  "s2": 0.758,
  "energy_ha": -3498.7430
}

No. 2
{
  "formula": "C18H21CrF6N4O7PS5",
  "method": "ωB97M-V/def2-TZVPD",
  "symbols": ["Cr", "S", "C", "S", "C", "C", "N", "C", "N", "F", "C", "F", "F", "S", "O", "O", "N", "S", "O", "O", "C", "F", "F", "F", "N", "C", "C", "C", "C", "C", "C", "S", "O", "O", "O", "H", "H", "H", "H", "H", "H", "C", "C", "P", "C", "C", "C", "C", "H", "H", "H", "H", "H", "H", "H", "H", "H", "H", "H", "H", "H", "H", "H"],
  "coordinates": [[-0.2862, -0.7996, -0.4653], [-2.5257, -0.2495, -1.1763], [-2.2583, -1.3679, -2.4849], [-0.8688, -2.3926, -2.4174], [-3.1244, -1.3863, -3.5745], [-4.2225, -0.4876, -3.6838], [-5.1107, 0.2374, -3.8174], [-2.9332, -2.2745, -4.6701], [-2.7930, -2.9639, -5.5852], [1.6415, -3.6053, 2.2233], [2.3426, -2.4674, 2.3202], [1.5729, -1.5453, 2.8791], [3.3988, -2.6845, 3.0990], [2.8880, -1.9412, 0.6407], [1.6559, -1.7737, -0.1105], [3.7593, -2.9869, 0.2185], [3.6816, -0.6224, 0.8893], [3.1314, 0.8465, 0.7474], [3.9089, 1.6081, -0.1847], [1.6958, 0.9607, 0.6829], [3.5888, 1.5222, 2.4001], [4.9071, 1.4448, 2.5956], [2.9708, 0.8583, 3.3696], [3.2275, 2.8054, 2.4544], [-1.1733, -2.1148, 1.0112], [-1.7696, -1.6595, 2.2632], [-2.6690, -2.4758, 2.9382], [-3.1979, -2.0735, 4.1538], [-2.8301, -0.8555, 4.7087], [-1.9537, -0.0319, 4.0195], [-1.4237, -0.4304, 2.7970], [-3.4497, -0.3884, 6.3335], [-3.3612, 1.0644, 6.3520], [-2.5368, -1.0538, 7.2542], [-4.8069, -0.9169, 6.3647], [-1.9029, -2.4845, 0.4028], [-0.5479, -2.8941, 1.1999], [-2.9539, -3.4295, 2.5062], [-3.9056, -2.6970, 4.6845], [-1.6937, 0.9266, 4.4492], [-0.7263, 0.2089, 2.2723], [-0.5233, 3.0508, -0.7118], [0.7530, 2.6319, -1.4389], [0.6174, 0.9184, -2.0750], [2.3028, 0.4780, -2.6758], [3.2369, 1.6207, -3.0649], [-0.3933, 1.1038, -3.5918], [0.1994, 1.9213, -4.7344], [-0.4207, 4.0567, -0.3008], [-0.7371, 2.3721, 0.1152], [-1.3917, 3.0437, -1.3727], [1.6040, 2.6654, -0.7589], [0.9748, 3.3138, -2.2646], [2.1386, -0.2126, -3.5087], [2.7666, -0.1202, -1.8893], [2.8079, 2.2628, -3.8340], [4.1802, 1.2258, -3.4486], [3.4708, 2.2380, -2.1974], [-1.3483, 1.5220, -3.2655], [-0.6176, 0.0894, -3.9280], [0.4527, 2.9384, -4.4281], [-0.5194, 1.9951, -5.5525], [1.1012, 1.4556, -5.1346]],
  "forces_ev_per_a": [[0.08, -0.07, -0.14], [0.03, 0.04, -0.02], [0.00, -0.04, -0.04], [-0.10, -0.03, -0.01], [-0.01, -0.01, 0.06], [-0.02, 0.03, -0.01], [0.00, -0.01, 0.00], [0.09, 0.01, -0.04], [-0.04, -0.01, 0.01], [0.03, 0.04, -0.03], [-0.07, -0.05, -0.02], [-0.08, 0.08, 0.01], [0.02, 0.00, 0.01], [0.01, -0.07, -0.13], [-0.13, 0.10, 0.18], [0.02, -0.02, -0.01], [0.06, 0.03, -0.04], [-0.05, -0.08, 0.20], [0.09, -0.01, 0.37], [0.14, -0.19, 0.39], [0.04, -0.04, -0.08], [-0.05, 0.01, 0.01], [0.01, 0.03, 0.04], [-0.01, 0.02, 0.02], [0.02, 0.08, 0.07], [0.03, -0.07, 0.00], [0.00, 0.01, 0.01], [-0.02, -0.06, -0.01], [0.03, 0.04, -0.02], [0.01, 0.03, 0.00], [-0.03, -0.10, 0.06], [-0.04, 0.01, 0.03], [0.00, -0.02, 0.00], [0.00, 0.00, -0.03], [0.03, 0.01, -0.01], [-0.02, 0.00, 0.00], [0.03, 0.00, 0.00], [0.01, 0.00, 0.00], [0.00, 0.01, 0.01], [-0.01, -0.01, 0.01], [0.09, 0.07, -0.10], [0.03, 0.03, 0.01], [0.04, 0.18, -0.14], [-0.05, -0.10, 0.05], [-0.01, 0.04, -0.05], [-0.02, 0.15, -0.07], [0.04, 0.03, -0.05], [-0.01, 0.01, -0.03], [0.00, 0.01, -0.01], [0.00, -0.01, 0.01], [0.00, -0.03, 0.01], [-0.13, 0.06, -0.15], [-0.04, 0.00, -0.01], [0.00, 0.00, 0.00], [0.00, 0.00, -0.07], [-0.03, -0.03, -0.05], [0.00, -0.02, 0.01], [-0.04, -0.07, -0.22], [0.00, -0.01, 0.01], [0.02, 0.00, 0.00], [0.00, -0.01, 0.01], [-0.01, 0.00, 0.00], [0.00, 0.00, 0.01]],
  "spin_multiplicity": 5,
  "homo_ev": [-2.96, -3.48],
  "charge": -2,
  "gap_ev": [6.8, 7.3],
  "s2": 6.026,
  "e_above_lowest_kj_mol": 46.5,
  "energy_ha": -5420.3840
}

No. 3
{
  "formula": "C4H9N",
  "method": "ωB97M-V/def2-TZVPD",
  "symbols": ["C", "C", "C", "C", "N", "H", "H", "H", "H", "H", "H", "H", "H", "H"],
  "coordinates": [[0.2785, -0.3814, -1.0972], [-0.0315, -0.2954, 0.3978], [-0.1715, 1.1546, 0.8060], [-0.7380, 1.6008, 1.9140], [0.5221, -1.7319, -1.5690], [1.1432, 0.2704, -1.2479], [-0.5468, 0.0614, -1.6501], [0.7618, -0.7498, 0.9947], [-0.9659, -0.7786, 0.6669], [0.1882, 1.8725, 0.0631], [-1.0218, 0.9230, 2.7168], [-0.8620, 2.6382, 2.1867], [0.0568, -1.9310, -2.4378], [1.4811, -2.0391, -1.5213]],
  "forces_ev_per_a": [[0.34, -0.13, 0.48], [-0.09, 0.64, 0.35], [-0.03, 0.29, -0.48], [0.18, -0.26, 0.74], [-0.52, 0.00, 0.37], [0.09, 0.09, -0.25], [-0.10, -0.02, -0.10], [0.09, -0.19, -0.15], [-0.04, -0.42, -0.16], [-0.12, 0.01, 0.19], [-0.22, -0.15, -0.25], [0.16, 0.20, -0.35], [0.38, -0.13, -0.11], [-0.13, 0.07, -0.27]],
  "spin_multiplicity": 1,
  "homo_ev": -9.08,
  "gap_ev": 10.2,
  "e_above_lowest_kj_mol": 70.9,
  "energy_ha": -212.5242
}

- Number 1 is which compound?
  C45H90O23